Entry from the Open Molecules 2025 dataset: C31H50N4O2Pd as an isolated structure in a non-equilibrium geometry (wB97M-V/def2-TZVPD).

**Kohn-Sham gap (spin up / spin down)**: 1.6 / 6.2 eV
**Charge**: -2
**Highest occupied orbital energy (spin up / spin down)**: 2.6 / -3.8 eV
**Multiplicity**: 5
**Maximum force**: 2.148 eV/A
**<S²>**: 6.006
**Energy above the lowest of the compared OMol25 structures with the same formula, charge and spin**: 0.050 eV

CARTESIAN COORDINATES (ANGSTROEM)
H1 5.24308 2.55398 -2.26311
C1 0.71636 -4.27224 -0.24380
C2 1.19048 1.72781 3.72297
C3 0.30710 -2.00688 -1.08823
H2 1.73505 3.12436 -0.84225
H3 -2.29601 2.75597 2.47729
C4 -2.90033 -1.80683 1.98962
H4 -0.03171 -1.71810 5.53507
C5 -1.59528 -1.92578 4.08689
H5 -3.17285 2.05181 -3.64510
H6 0.67399 1.97504 2.78884
C6 3.29132 1.04165 -1.26680
H7 2.01585 -1.17756 5.45815
C7 0.42080 -1.51253 0.21096
H8 3.32263 0.31004 3.08553
C8 2.59638 3.41355 -1.46212
Pd1 -0.13959 0.33103 0.84581
H9 2.54744 -1.29626 2.91469
C9 -2.77738 -3.33608 1.87856
H10 1.23745 -4.34356 1.88427
C10 0.87399 1.13079 -2.96166
H11 0.10069 -1.29841 -1.88790
N1 2.01520 1.82778 -3.21140
H12 -3.25153 -3.68262 0.95396
H13 0.63767 2.17446 4.55442
C11 0.71692 2.21945 -4.93944
H14 -2.77040 -0.36665 -3.50106
H15 3.74367 0.19239 -1.77658
C12 1.34979 0.22669 3.91472
H16 -2.76182 0.51556 -5.79152
H17 2.29431 4.23492 -2.12167
N2 0.03652 -0.47917 3.74947
H18 -1.66990 1.80662 -6.30167
H19 -1.90487 4.49369 2.39238
H20 0.26788 2.57587 -5.85268
C13 1.84607 -0.10185 5.30949
H21 0.36116 -3.79852 -2.31452
O1 -0.52688 2.46501 0.41901
H22 -4.21832 -0.28121 2.82997
C14 0.45461 -3.39415 -1.30775
H23 2.20399 2.16195 3.68744
H24 -1.73681 -3.67839 1.88552
H25 -3.63928 -1.59531 -0.00068
H26 -1.87536 2.14362 -2.45089
H27 4.42656 3.32000 -3.63601
H28 3.96552 1.38538 -0.47294
H29 -1.29670 -0.23891 -2.50468
H30 -3.31311 -3.82581 2.69180
C15 -4.18306 -1.37306 2.70926
C16 -0.74669 -0.43192 2.63619
N3 -1.76224 -1.29351 2.86949
C17 0.92495 -3.74914 1.02302
C18 -1.35923 3.46625 0.57460
C19 -1.72789 0.88863 -5.70326
H31 2.81162 0.39144 5.47630
H32 2.05174 0.04892 1.87323
C20 2.37545 -0.22246 2.88850
C21 -1.35360 1.03491 -4.22051
H33 -2.83482 -0.08527 0.62566
H34 0.82416 -1.98850 2.22413
H35 3.38756 3.78450 -0.80292
N4 0.10240 1.32823 -4.07085
C22 -0.50119 -1.40036 4.63674
H36 1.80651 -6.03434 -0.72768
H37 -2.28806 -2.63312 4.50944
H38 1.16474 0.26211 6.08918
H39 4.67642 1.57306 -3.61707
C23 0.72971 -2.39375 1.23090
C24 1.90971 2.52533 -4.39982
C25 3.09475 2.18749 -2.22967
H40 0.05925 -6.13727 -1.07898
C26 -2.81202 -1.18645 0.61174
C27 4.41478 2.43432 -2.98342
C28 -2.21771 3.62015 1.80866
H41 -1.81921 3.15819 -3.90057
H42 -1.10160 0.14525 -6.21449
H43 -3.22769 3.87730 1.49515
H44 -1.88204 -1.50189 0.11855
H45 2.33093 0.71279 -0.86096
O2 -1.40591 4.37899 -0.25706
H46 0.69977 -6.19533 0.63033
C29 -1.68362 -0.25027 -3.51648
H47 -5.05648 -1.67916 2.11599
C30 -2.09498 2.17198 -3.52267
H48 2.66466 3.21307 -4.77086
H49 -1.24556 -1.10090 -4.03054
H50 -4.24765 -1.81192 3.71222
C31 0.80779 -5.75689 -0.37389